12
Properties=species:S:1:pos:R:3 method="wB97M-V/def2-TZVPD" smiles="[H]/N=C/N(C=O)N=C" molar_mass_g_mol=99.1 charge=0 spin_multiplicity=1 homo_ev=-9.78 e_above_lowest_kj_mol=574.8 energy_ev=-9704.6266
H -1.28 2.72 -0.46
N -1.35 1.78 0.12
C -0.40 0.89 -0.09
N -0.33 -0.34 0.47
C -1.52 -1.33 -0.11
O -2.74 -0.98 0.12
N 0.97 -0.99 -0.11
C 2.06 -0.35 0.09
H 0.60 1.04 -0.57
H -1.19 -2.47 -0.22
H 1.93 0.59 0.73
H 3.25 -0.58 0.02